1.
Molecular formula: C23H30F3N8O4
Method: DFT, the ωB97M-V functional and the def2-TZVPD basis

CARTESIAN COORDINATES (ANGSTROEM)
O (0.871, 4.294, 1.909)
C (1.349, 3.223, 1.398)
O (2.187, 2.397, 2.215)
C (1.680, 1.026, 2.339)
C (0.095, 0.883, 2.525)
C (-0.785, 0.648, 1.205)
C (-1.683, 1.936, 0.747)
F (-1.446, 2.504, -0.568)
C (-2.706, 2.556, 1.550)
F (-2.513, 3.027, 2.906)
F (-4.020, 2.735, 0.919)
C (2.334, 0.160, 1.145)
O (2.975, -0.954, 1.329)
O (2.243, 0.653, -0.208)
H (1.159, 2.951, 0.283)
H (2.161, 0.613, 3.324)
H (-0.321, 1.809, 3.094)
H (-0.085, -0.027, 3.235)
H (-1.573, -0.178, 1.460)
H (-0.233, 0.281, 0.268)
C (-6.109, 3.558, -1.239)
C (-7.551, 3.217, -1.508)
N (-8.701, 2.945, -1.722)
H (-5.885, 4.555, -1.624)
H (-5.916, 3.539, -0.165)
H (-5.457, 2.833, -1.731)
C (-0.101, -3.858, 2.927)
C (0.075, -2.606, 3.744)
N (0.215, -1.605, 4.389)
H (0.595, -4.626, 3.268)
H (-1.122, -4.231, 3.031)
H (0.094, -3.644, 1.875)
C (-2.873, -7.180, 1.779)
C (-1.402, -6.913, 1.961)
N (-0.231, -6.698, 2.106)
H (-3.271, -7.684, 2.663)
H (-3.407, -6.239, 1.634)
H (-3.029, -7.817, 0.906)
C (5.082, 3.595, 1.151)
C (6.556, 3.860, 1.312)
N (7.730, 4.072, 1.440)
H (4.692, 3.104, 2.046)
H (4.549, 4.536, 1.001)
H (4.912, 2.947, 0.288)
C (-0.389, -3.662, -1.551)
C (-1.143, -2.992, -0.433)
N (-1.740, -2.458, 0.460)
H (-0.848, -4.625, -1.784)
H (-0.409, -3.032, -2.442)
H (0.649, -3.826, -1.253)
C (-5.730, 6.205, -4.544)
C (-4.629, 6.108, -3.521)
N (-3.753, 6.030, -2.705)
H (-5.334, 5.987, -5.538)
H (-6.519, 5.487, -4.310)
H (-6.152, 7.212, -4.541)
C (6.594, -0.639, -1.324)
C (5.427, -0.812, -0.384)
N (4.484, -0.952, 0.370)
H (6.836, 0.421, -1.426)
H (7.466, -1.168, -0.935)
H (6.343, -1.042, -2.308)
C (3.133, -3.456, -4.131)
C (2.607, -4.287, -2.991)
N (2.189, -4.947, -2.081)
H (4.209, -3.605, -4.234)
H (2.642, -3.749, -5.061)
H (2.936, -2.399, -3.941)

Results
Lowest unoccupied orbital energy: 0.07244 Ha
Net charge: -1
Kohn-Sham gap: 5.405 eV


2.
Molecular formula: C23H30LiN5OSi
Method: DFT, the ωB97M-V functional and the def2-TZVPD basis

CARTESIAN COORDINATES (ANGSTROEM)
Li (-0.228, -0.025, -0.347)
N (-3.399, -6.393, 0.442)
C (-3.908, -5.240, -0.041)
O (-5.063, -5.147, -0.401)
C (-2.962, -4.076, -0.116)
C (-3.406, -2.951, -0.807)
C (-2.566, -1.860, -0.931)
N (-1.350, -1.819, -0.411)
C (-0.930, -2.866, 0.278)
C (-1.690, -4.018, 0.450)
H (-4.008, -7.190, 0.512)
H (-2.443, -6.485, 0.730)
H (-4.395, -2.962, -1.236)
H (-2.875, -0.981, -1.481)
H (0.055, -2.765, 0.710)
H (-1.280, -4.837, 1.020)
C (-4.585, 3.333, -0.182)
N (-3.493, 2.747, 0.565)
C (-3.951, 1.807, 1.566)
C (-2.302, 2.453, -0.115)
N (-1.800, 1.280, -0.209)
N (-1.686, 3.508, -0.720)
C (-0.425, 3.260, -1.384)
C (-1.870, 4.868, -0.261)
H (-5.229, 2.558, -0.621)
H (-4.204, 3.954, -0.986)
H (-5.200, 3.941, 0.485)
H (-4.626, 2.341, 2.240)
H (-3.107, 1.433, 2.144)
H (-4.505, 0.953, 1.146)
H (-2.388, 0.582, 0.225)
H (0.409, 3.228, -0.672)
H (-0.246, 4.051, -2.112)
H (-0.472, 2.298, -1.889)
H (-2.633, 4.903, 0.512)
H (-2.163, 5.519, -1.093)
H (-0.933, 5.253, 0.155)
C (4.801, -3.948, 0.696)
C (3.864, -3.330, 1.509)
C (3.178, -2.219, 1.055)
C (3.395, -1.705, -0.224)
C (4.347, -2.337, -1.028)
C (5.041, -3.445, -0.573)
Si (2.297, -0.260, -0.832)
C (3.389, 1.251, -0.419)
C (3.142, 1.978, 0.745)
C (3.824, 3.151, 1.011)
C (4.777, 3.620, 0.119)
C (5.041, 2.905, -1.038)
C (4.357, 1.732, -1.302)
H (5.353, -4.812, 1.044)
H (3.671, -3.717, 2.501)
H (2.447, -1.737, 1.685)
H (4.540, -1.959, -2.025)
H (5.774, -3.919, -1.212)
H (0.940, -0.199, 1.399)
H (2.394, 1.612, 1.433)
H (3.617, 3.707, 1.916)
H (5.322, 4.533, 0.321)
H (5.782, 3.264, -1.739)
H (4.565, 1.181, -2.211)

Results
Lowest unoccupied orbital energy: -0.00801 Ha
Net charge: 0
Kohn-Sham gap: 6.450 eV


3.
Molecular formula: C23H30N2O6S
Method: DFT, the ωB97M-V functional and the def2-TZVPD basis

CARTESIAN COORDINATES (ANGSTROEM)
C (-3.610, -3.274, -1.970)
C (-3.807, -3.728, -0.528)
C (-2.511, -4.284, 0.071)
C (-1.355, -3.303, 0.014)
O (-0.290, -3.565, -0.500)
N (-1.657, -2.113, 0.615)
C (-0.876, -0.979, 0.742)
C (0.420, -0.893, 0.227)
C (1.173, 0.258, 0.396)
C (2.519, 0.381, -0.254)
O (2.694, 1.201, -1.140)
N (3.488, -0.454, 0.176)
C (3.308, -1.431, 1.225)
C (4.786, -0.410, -0.455)
C (5.857, 0.294, 0.409)
O (7.060, 0.168, -0.299)
C (8.202, 0.535, 0.448)
O (5.557, 1.612, 0.752)
C (5.427, 2.522, -0.335)
C (0.645, 1.356, 1.070)
C (-0.639, 1.284, 1.573)
C (-1.392, 0.135, 1.414)
S (-3.087, 0.264, 1.996)
O (-3.105, 0.949, 3.257)
O (-3.726, -1.040, 1.942)
C (-3.839, 1.309, 0.751)
C (-4.286, 2.570, 1.088)
C (-4.836, 3.379, 0.109)
C (-4.935, 2.934, -1.205)
C (-5.539, 3.799, -2.266)
C (-4.477, 1.657, -1.521)
C (-3.927, 0.843, -0.548)
H (-3.272, -4.103, -2.587)
H (-4.543, -2.896, -2.382)
H (-2.862, -2.486, -2.030)
H (-4.179, -2.898, 0.076)
H (-4.564, -4.515, -0.499)
H (-2.204, -5.180, -0.471)
H (-2.679, -4.553, 1.117)
H (-2.568, -2.031, 1.070)
H (0.818, -1.736, -0.313)
H (4.209, -1.479, 1.835)
H (3.118, -2.422, 0.803)
H (2.472, -1.153, 1.863)
H (5.138, -1.424, -0.656)
H (4.688, 0.129, -1.399)
H (5.944, -0.208, 1.390)
H (8.124, 1.563, 0.813)
H (8.337, -0.137, 1.303)
H (9.049, 0.445, -0.229)
H (6.228, 2.372, -1.062)
H (4.457, 2.413, -0.826)
H (5.508, 3.515, 0.103)
H (1.238, 2.250, 1.184)
H (-1.082, 2.111, 2.105)
H (-4.202, 2.894, 2.114)
H (-5.189, 4.366, 0.367)
H (-6.538, 3.440, -2.513)
H (-4.941, 3.765, -3.174)
H (-5.619, 4.830, -1.932)
H (-4.551, 1.303, -2.538)
H (-3.573, -0.148, -0.786)

Results
Lowest unoccupied orbital energy: 0.00448 Ha
Relative energy (zero: lowest compared OMol25 entry of this formula, charge and spin): 0.0 kJ/mol
Net charge: 0
Kohn-Sham gap: 9.021 eV
SMILES: CCCC(=O)Nc1cc(C(=O)N(C)CC(OC)OC)ccc1S(=O)(=O)c1ccc(C)cc1


4.
Molecular formula: C23H30N4O3PPdTe
Method: DFT, the ωB97M-V functional and the def2-TZVPD basis

CARTESIAN COORDINATES (ANGSTROEM)
Pd (0.269, -0.244, 0.135)
C (1.149, 2.711, -0.483)
C (2.360, 2.664, 0.429)
C (3.102, 1.358, 0.496)
C (4.487, 1.343, 0.630)
C (5.151, 0.143, 0.801)
C (4.416, -1.036, 0.843)
C (3.050, -0.956, 0.688)
N (2.414, 0.214, 0.508)
N (-0.057, 2.007, 0.022)
C (-1.168, 2.183, -0.939)
C (-2.305, 1.279, -0.550)
C (-3.640, 1.588, -0.736)
C (-4.599, 0.697, -0.273)
C (-4.197, -0.464, 0.373)
C (-2.845, -0.714, 0.516)
N (-1.932, 0.142, 0.046)
C (-0.470, 2.470, 1.378)
C (-0.074, 1.572, 2.523)
C (0.007, 2.082, 3.809)
C (0.263, 1.218, 4.864)
C (0.435, -0.134, 4.606)
C (0.358, -0.569, 3.297)
N (0.105, 0.267, 2.287)
H (1.386, 2.291, -1.462)
H (0.873, 3.760, -0.639)
H (2.086, 2.951, 1.449)
H (3.052, 3.437, 0.093)
H (5.030, 2.278, 0.611)
H (6.228, 0.125, 0.908)
H (4.889, -1.997, 0.990)
H (2.440, -1.855, 0.706)
H (-0.796, 1.945, -1.939)
H (-1.490, 3.229, -0.952)
H (-3.920, 2.515, -1.219)
H (-5.651, 0.918, -0.399)
H (-4.917, -1.166, 0.770)
H (-2.474, -1.605, 1.003)
H (-1.558, 2.556, 1.392)
H (-0.083, 3.478, 1.544)
H (-0.136, 3.141, 3.983)
H (0.325, 1.596, 5.876)
H (0.629, -0.842, 5.399)
H (0.494, -1.613, 3.041)
C (-2.482, -2.571, -3.003)
C (-2.112, -3.908, -2.418)
O (-0.675, -3.973, -2.054)
P (0.224, -2.940, -1.363)
O (-0.395, -2.281, -0.139)
Te (0.815, -0.906, -2.633)
O (1.605, -3.588, -1.162)
C (1.889, -5.065, -0.969)
C (2.386, -5.645, -2.258)
H (-3.542, -2.588, -3.261)
H (-1.933, -2.373, -3.925)
H (-2.339, -1.759, -2.284)
H (-2.217, -4.715, -3.136)
H (-2.659, -4.150, -1.510)
H (0.967, -5.521, -0.617)
H (2.630, -5.063, -0.176)
H (1.619, -5.617, -3.031)
H (2.649, -6.690, -2.087)
H (3.280, -5.128, -2.605)

Results
Multiplicity: 5
Lowest unoccupied orbital energy (spin up / spin down): -0.30921 / -0.45991 Ha
⟨S²⟩: 6.0215
Relative energy (zero: lowest compared OMol25 entry of this formula, charge and spin): 0.0 kJ/mol
Net charge: +3
Kohn-Sham gap (spin up / spin down): 9.289 / 5.601 eV